w.
DFT (ωB97M-V/def2-TZVPD) results for a molecular structure, C45H60BBaN10OPS2Sb.

```
122
C45H60BBaN10OPS2Sb ωB97M-V/def2-TZVPD
Ba 0.81 0.57 -0.72
C -1.40 4.06 2.16
C -1.34 3.13 1.15
N -0.17 2.54 1.07
N 0.60 3.11 2.01
C -0.13 4.05 2.66
B 2.08 2.85 2.21
N 2.46 1.44 2.56
C 3.01 1.07 3.74
C 3.07 -0.28 3.81
C 2.60 -0.71 2.59
N 2.18 0.32 1.84
N 2.76 3.30 0.90
C 3.40 4.44 0.62
C 3.59 4.51 -0.74
C 3.04 3.31 -1.21
N 2.59 2.58 -0.20
H -2.23 4.68 2.53
H -2.09 2.87 0.45
H 0.33 4.53 3.52
H 2.43 3.61 3.13
H 3.33 1.83 4.43
H 3.40 -0.91 4.64
H 2.53 -1.72 2.21
H 3.65 5.15 1.42
H 4.07 5.27 -1.32
H 3.01 2.95 -2.23
N -2.01 -2.56 -2.18
C -0.69 -2.90 -2.30
N 0.34 -2.18 -2.00
C 1.52 -2.82 -2.35
C 1.33 -4.04 -2.93
S -0.35 -4.38 -3.11
C 2.83 -2.24 -2.03
C 4.00 -2.76 -2.58
S 5.35 -2.04 -1.86
C 4.30 -0.95 -1.01
N 2.99 -1.16 -1.18
N 4.76 -0.05 -0.14
H -2.15 -1.73 -1.65
H -2.64 -3.31 -1.96
H 2.07 -4.74 -3.19
H 4.10 -3.64 -3.21
H 5.68 0.36 -0.24
H 4.02 0.43 0.38
O -1.91 0.17 -0.97
H -2.09 0.07 -0.02
H -2.62 0.71 -1.29
C -4.29 0.98 2.48
C -4.43 -0.05 3.56
C -5.57 0.03 4.38
C -5.87 -0.97 5.31
C -4.95 -2.02 5.45
C -3.80 -2.07 4.67
C -3.52 -1.08 3.72
Sb -1.70 -1.21 2.54
C -2.10 -3.16 1.70
C -3.44 -3.58 1.52
C -3.78 -4.65 0.75
C -2.76 -5.39 0.19
C -1.48 -5.02 0.34
C -1.08 -3.90 1.07
C 0.39 -3.51 1.15
C -0.45 -1.67 4.18
C -0.02 -2.97 4.47
C 0.63 -3.21 5.65
C 0.97 -2.15 6.48
C 0.59 -0.88 6.17
C -0.11 -0.58 5.01
C -0.58 0.81 4.81
H -5.10 1.71 2.48
H -4.21 0.49 1.48
H -3.35 1.55 2.64
H -6.20 0.88 4.24
H -6.73 -0.94 5.91
H -5.11 -2.78 6.20
H -3.08 -2.88 4.86
H -4.20 -3.07 2.09
H -4.87 -4.92 0.70
H -3.01 -6.27 -0.39
H -0.73 -5.59 -0.15
H 0.85 -3.49 0.14
H 0.89 -4.29 1.73
H 0.50 -2.56 1.68
H -0.28 -3.80 3.80
H 0.89 -4.21 5.93
H 1.50 -2.35 7.40
H 0.86 -0.08 6.82
H -0.14 1.50 5.52
H -1.70 0.91 4.90
H -0.26 1.18 3.82
C 3.38 2.25 -4.90
C 2.15 1.40 -5.35
C 1.73 1.74 -6.76
P 0.79 1.42 -4.03
C -0.59 0.38 -4.69
C -1.58 1.01 -5.67
C -0.02 -0.92 -5.23
C 0.25 3.20 -3.86
C -0.02 3.96 -5.12
C -0.93 3.22 -2.87
H 4.15 2.31 -5.66
H 3.79 1.91 -3.94
H 3.03 3.25 -4.72
H 2.49 0.38 -5.34
H 1.37 2.73 -6.89
H 0.93 1.09 -7.12
H 2.60 1.64 -7.38
H -1.16 0.08 -3.79
H -1.08 1.36 -6.53
H -2.12 1.84 -5.18
H -2.29 0.26 -6.07
H 0.55 -0.78 -6.16
H -0.85 -1.65 -5.43
H 0.67 -1.37 -4.49
H 1.12 3.65 -3.40
H -0.54 3.37 -5.87
H 0.92 4.30 -5.57
H -0.66 4.83 -4.99
H -1.79 2.61 -3.20
H -1.28 4.24 -2.68
H -0.57 2.83 -1.91
```

Output
frontier orbital gap = 8.03 eV
HOMO level = -10.05 eV
net charge = +1


x.
DFT (ωB97M-V/def2-TZVPD) results for a molecular structure, C45H60BBaN10OPS2Sb.

```
122
C45H60BBaN10OPS2Sb ωB97M-V/def2-TZVPD
Ba -0.92 0.06 1.06
C 1.98 -1.54 5.00
C 0.98 -1.76 4.02
N 0.60 -0.61 3.47
N 1.30 0.33 4.10
C 2.15 -0.17 4.97
B 0.97 1.85 3.91
N -0.60 2.09 4.05
C -1.09 2.71 5.14
C -2.43 2.83 4.98
C -2.70 2.23 3.75
N -1.58 1.78 3.17
N 1.34 2.46 2.55
C 2.01 3.61 2.38
C 2.07 3.93 1.03
C 1.29 2.95 0.43
N 0.89 2.04 1.33
H 2.46 -2.23 5.64
H 0.56 -2.70 3.58
H 2.72 0.48 5.60
H 1.53 2.52 4.78
H -0.44 3.22 5.84
H -3.06 3.41 5.65
H -3.62 2.28 3.23
H 2.32 4.10 3.27
H 2.50 4.84 0.63
H 0.99 2.83 -0.58
N -0.80 -2.54 -1.78
C -1.44 -1.43 -2.22
N -1.20 -0.22 -1.75
C -1.91 0.74 -2.47
C -2.60 0.24 -3.55
S -2.39 -1.47 -3.63
C -1.84 2.16 -2.00
C -1.98 3.25 -2.74
S -2.02 4.65 -1.73
C -1.80 3.63 -0.33
N -1.71 2.34 -0.65
N -1.64 4.10 0.91
H -0.39 -2.54 -0.84
H -1.03 -3.45 -2.12
H -3.33 0.68 -4.22
H -2.09 3.31 -3.82
H -1.57 5.08 1.14
H -1.47 3.43 1.63
O 0.96 -2.14 0.52
H 1.43 -2.15 1.37
H 1.64 -2.52 -0.06
C 4.73 -0.31 -4.65
C 5.37 0.64 -3.76
C 6.58 1.24 -4.14
C 7.16 2.28 -3.43
C 6.57 2.69 -2.23
C 5.44 2.08 -1.80
C 4.78 1.16 -2.61
Sb 2.89 0.51 -1.97
C 1.85 0.93 -3.74
C 1.02 0.02 -4.36
C 0.26 0.44 -5.49
C 0.38 1.71 -6.02
C 1.15 2.59 -5.30
C 1.82 2.26 -4.16
C 2.41 3.42 -3.38
C 3.43 -1.54 -1.75
C 3.06 -2.47 -2.67
C 3.21 -3.85 -2.34
C 3.81 -4.24 -1.14
C 4.19 -3.27 -0.25
C 4.10 -1.92 -0.57
C 4.53 -0.90 0.46
H 5.46 -1.04 -5.01
H 4.26 0.26 -5.45
H 3.88 -0.79 -4.14
H 7.14 0.86 -5.01
H 8.07 2.75 -3.81
H 7.05 3.42 -1.60
H 5.00 2.44 -0.85
H 0.87 -0.96 -3.95
H -0.36 -0.25 -6.01
H -0.03 1.89 -7.00
H 1.14 3.67 -5.52
H 1.83 4.40 -3.56
H 3.50 3.66 -3.58
H 2.37 3.18 -2.34
H 2.54 -2.13 -3.56
H 2.87 -4.61 -3.03
H 3.86 -5.32 -0.87
H 4.64 -3.45 0.72
H 5.19 -0.15 0.03
H 5.12 -1.35 1.23
H 3.72 -0.35 0.98
C -2.13 -3.82 1.62
C -3.27 -3.28 2.46
C -4.34 -4.33 2.64
P -3.84 -1.56 1.82
C -4.91 -0.94 3.19
C -6.22 -1.65 3.67
C -4.06 -0.70 4.49
C -4.85 -1.86 0.27
C -6.25 -2.39 0.36
C -4.83 -0.55 -0.54
H -1.95 -4.90 1.88
H -1.20 -3.29 1.83
H -2.34 -3.87 0.53
H -2.80 -3.05 3.45
H -5.02 -4.41 1.75
H -4.88 -4.27 3.59
H -3.94 -5.34 2.68
H -5.22 0.05 2.84
H -6.01 -2.48 4.32
H -6.93 -2.10 2.90
H -6.79 -0.95 4.26
H -3.74 -1.65 4.96
H -4.71 -0.14 5.21
H -3.18 -0.12 4.31
H -4.24 -2.59 -0.29
H -6.84 -1.54 0.74
H -6.34 -3.27 0.95
H -6.59 -2.60 -0.63
H -5.43 0.28 -0.14
H -5.20 -0.76 -1.53
H -3.83 -0.22 -0.60
```

Output
frontier orbital gap = 8.08 eV
HOMO level = -9.89 eV
net charge = +1


Of them, w has the highest stability.


w.
DFT (ωB97M-V/def2-TZVPD) results for a gas-phase ion, C4H6NO2 (charge +1).

```
13
C4H6NO2 ωB97M-V/def2-TZVPD
C 1.59 -0.98 -0.04
C 0.53 -0.18 0.06
C 1.04 1.20 0.06
C -0.91 -0.41 -0.06
N 2.75 -0.21 0.05
O 3.86 -0.62 -0.05
O 2.45 1.09 0.03
H 1.61 -2.06 0.10
H 0.65 1.64 -0.86
H 0.98 1.71 1.02
H -1.08 -0.92 -1.07
H -1.60 0.44 0.02
H -1.42 -1.03 0.78
```

Output
frontier orbital gap = 9.76 eV
HOMO level = -16.28 eV
net charge = +1


x.
DFT (ωB97M-V/def2-TZVPD) results for 2 unconnected molecules or ions with the total composition C4H6NO2.

```
13
C4H6NO2 ωB97M-V/def2-TZVPD
C 1.05 -0.61 -0.36
C -3.22 -0.40 1.19
C -3.35 0.28 0.23
C 3.14 0.30 -0.07
N -0.09 -0.24 -0.49
O 2.23 -0.77 0.05
O -1.16 -0.15 -1.20
H -3.19 -0.93 2.11
H -2.01 -0.06 -0.55
H -3.60 0.84 -0.64
H 2.80 1.23 0.36
H 3.33 0.51 -1.05
H 4.07 0.00 0.42
```

Output
frontier orbital gap = 11.06 eV
HOMO level = -15.45 eV
net charge = +1


Of them, w has the highest stability.


w.
DFT (ωB97M-V/def2-TZVPD) results for a gas-phase ion, C8H17NP (charge +1).

```
27
C8H17NP ωB97M-V/def2-TZVPD
C -0.96 -0.94 0.72
C 0.45 -0.47 -1.54
C -0.30 -2.04 1.46
C 1.78 -2.17 -0.06
C 1.44 -0.78 -0.53
C 0.07 -0.04 -0.12
C -1.02 4.16 -0.10
C -1.19 2.60 -0.34
N 0.52 -2.93 0.51
P 0.19 1.73 0.46
H -1.72 -1.23 0.12
H -1.48 -0.28 1.46
H 0.71 0.26 -2.42
H -0.07 -1.36 -2.10
H 0.49 -1.76 2.19
H -1.10 -2.56 1.87
H 2.14 -2.86 -0.78
H 2.42 -2.16 0.85
H 2.31 -0.25 -0.46
H 0.12 4.30 -0.24
H -1.65 4.68 -0.88
H -1.40 4.28 0.93
H -1.35 2.41 -1.38
H -2.30 2.26 0.16
H 0.84 -3.71 1.07
H -0.16 -3.27 -0.28
H 1.22 2.12 -0.57
```

Output
frontier orbital gap = 8.83 eV
HOMO level = -12.10 eV
net charge = +1


x.
DFT (ωB97M-V/def2-TZVPD) results for a molecular structure, C8H17NP.

```
27
C8H17NP ωB97M-V/def2-TZVPD
C -0.28 -1.31 2.12
C 2.43 -1.02 0.51
C 2.04 0.74 -1.42
C -2.67 0.87 -0.05
C -1.85 -1.45 -0.85
C 0.35 1.67 1.13
C 1.45 -0.45 -0.58
C -1.52 -0.02 -0.63
N -0.40 -2.01 2.99
P 0.06 0.11 0.35
H 2.69 -0.14 1.30
H 3.37 -1.56 0.08
H 1.76 -1.65 1.15
H 2.46 0.29 -2.23
H 2.83 1.38 -0.88
H 1.17 1.40 -1.79
H -2.48 1.96 -0.23
H -2.91 0.60 0.97
H -3.67 0.84 -0.60
H -1.07 -2.12 -1.32
H -2.69 -1.31 -1.68
H -2.12 -1.86 0.17
H 0.00 2.53 0.59
H 1.34 1.60 1.50
H -0.29 1.68 2.05
H 1.18 -1.35 -1.16
H -1.20 0.60 -1.49
```

Output
frontier orbital gap = 10.72 eV
HOMO level = -15.56 eV
net charge = +1


Of them, w has the highest stability.


w.
DFT (ωB97M-V/def2-TZVPD) results for a single C8H15N3O5 molecule.

```
31
C8H15N3O5 ωB97M-V/def2-TZVPD
C 1.59 -0.01 -0.72
C 0.78 -0.77 0.30
C 3.11 -0.22 -0.51
C 3.69 0.33 0.80
C -1.40 0.14 -0.57
C -1.88 1.50 -0.02
C -2.59 -0.71 -1.10
C -3.66 -1.14 -0.07
H 1.87 2.06 -1.18
H 1.11 1.70 0.37
H 1.30 -0.44 -1.73
H 3.68 0.30 -1.36
H 2.97 -2.08 0.00
H 3.34 1.41 0.91
H 3.39 -0.25 1.63
H 4.81 0.28 0.73
H -0.95 -1.19 1.16
H -0.69 0.43 -1.37
H -2.28 -1.69 -1.59
H -3.14 -0.11 -1.85
H -2.82 -0.20 1.62
H -4.11 -1.29 1.80
H -1.51 2.75 1.33
N 1.25 1.43 -0.62
N -0.61 -0.61 0.38
N -3.38 -0.99 1.22
O 1.32 -1.50 1.12
O 3.39 -1.57 -0.73
O -2.63 2.25 -0.53
O -4.66 -1.62 -0.54
O -1.30 1.83 1.11
```

Output
frontier orbital gap = 9.80 eV
HOMO level = -9.53 eV


x.
DFT (ωB97M-V/def2-TZVPD) results for a single C8H15N3O5 molecule.

```
31
C8H15N3O5 ωB97M-V/def2-TZVPD
C -1.90 0.84 1.02
C -0.88 -0.38 1.09
C -2.83 0.74 -0.14
C -2.30 0.96 -1.58
C 1.04 -1.39 0.13
C 1.99 -1.61 1.40
C 1.95 -1.21 -1.07
C 2.49 0.18 -1.04
H -0.58 2.24 0.30
H -0.76 2.25 1.93
H -2.51 0.77 1.88
H -3.48 1.60 0.15
H -4.15 -0.57 -0.68
H -3.16 0.97 -2.22
H -1.76 0.15 -1.98
H -1.67 1.85 -1.66
H 0.43 0.59 -0.17
H 0.33 -2.28 0.03
H 1.46 -1.23 -2.05
H 2.75 -1.95 -1.18
H 4.13 1.33 -0.70
H 4.38 -0.26 -0.49
H 0.41 -1.89 2.37
N -1.23 2.11 1.02
N 0.28 -0.20 0.39
N 3.86 0.42 -0.99
O -1.15 -1.38 1.75
O -3.43 -0.50 0.01
O 3.15 -1.39 1.23
O 1.74 1.13 -1.23
O 1.39 -1.89 2.50
```

Output
frontier orbital gap = 9.93 eV
HOMO level = -9.30 eV


Of them, x has the highest stability.


w.
DFT (ωB97M-V/def2-TZVPD) results for 2 unconnected molecules or ions with the total composition CH5OS.

```
8
CH5OS ωB97M-V/def2-TZVPD
C 1.11 0.30 0.38
O 0.80 -0.45 -0.76
H 0.53 1.23 0.42
H 0.88 -0.25 1.31
H 2.17 0.55 0.35
H -0.18 -0.61 -0.73
S -2.18 -0.08 -0.12
H -3.13 -0.69 -0.84
```

Output
frontier orbital gap = 7.30 eV
HOMO level = -2.91 eV
net charge = -1


x.
DFT (ωB97M-V/def2-TZVPD) results for 2 unconnected molecules or ions with the total composition CH5OS.

```
8
CH5OS ωB97M-V/def2-TZVPD
C 1.50 0.34 0.96
S 0.50 0.50 -0.57
H 1.33 1.24 1.57
H 2.56 0.30 0.73
H 1.25 -0.57 1.52
H -2.64 -0.81 -0.70
H -1.34 -0.73 0.06
O -2.18 -1.25 0.03
```

Output
frontier orbital gap = 6.77 eV
HOMO level = -2.41 eV
net charge = -1


Of them, x has the highest stability.


w.
DFT (ωB97M-V/def2-TZVPD) results for 2 unconnected molecules or ions with the total composition C7H17NO2.

```
27
C7H17NO2 ωB97M-V/def2-TZVPD
C -0.79 -1.62 0.62
C 1.82 -1.14 0.06
C -1.30 -0.37 1.33
C -1.87 -2.11 -0.34
N 0.44 -1.47 -0.31
H 0.46 -2.35 -0.80
H -0.56 -2.38 1.38
H 1.95 -1.00 1.13
H 2.50 -1.94 -0.25
H 2.14 -0.24 -0.46
H -2.36 -3.02 0.02
H -2.21 -0.64 1.87
H -0.59 0.01 2.07
H -1.55 0.42 0.63
H -1.40 -2.33 -1.31
H -2.62 -1.34 -0.52
C 1.00 2.36 -0.81
C 1.01 2.16 0.70
C -0.32 1.97 -1.46
O -0.65 0.68 -1.48
O -1.06 2.78 -1.95
H -0.06 0.01 -1.04
H 1.81 1.79 -1.28
H 1.16 3.42 -1.04
H 0.21 2.73 1.17
H 0.89 1.12 0.96
H 1.96 2.51 1.11
```

Output
frontier orbital gap = 10.15 eV
HOMO level = -9.42 eV


x.
DFT (ωB97M-V/def2-TZVPD) results for 3 unconnected molecules or ions with the total composition C7H17NO2.

```
27
C7H17NO2 ωB97M-V/def2-TZVPD
C 1.03 -1.23 0.84
C 2.07 -0.52 0.05
C 0.24 -2.28 0.13
C -0.55 0.44 1.22
N 1.30 -1.46 2.14
H 0.59 -1.91 2.70
H 1.84 -0.77 2.64
H 1.56 -0.04 -0.80
H 2.76 -1.25 -0.38
H 2.63 0.20 0.65
H -0.60 -2.64 0.73
H 0.89 -3.14 -0.08
H -0.09 -1.89 -0.83
H 0.27 0.92 1.75
H -1.06 -0.33 1.79
H -1.27 1.25 1.17
C 0.08 2.80 -1.31
C -2.39 0.09 -1.07
C -1.01 0.70 -1.13
O -1.12 2.08 -1.09
O -0.11 0.18 -1.80
H 0.78 2.65 -0.48
H -0.20 3.85 -1.36
H 0.56 2.50 -2.25
H -2.81 0.10 -2.08
H -2.33 -0.95 -0.74
H -3.05 0.65 -0.40
```

Output
frontier orbital gap = 8.16 eV
HOMO level = -7.49 eV


Of them, w has the highest stability.